A 3-piece molecular cluster, C3H11O3S2 overall, computed with ωB97M-V/def2-TZVPD.

Properties
Charge: -1
Orbital gap (Ha): 0.23816

Atoms and positions in Å:
C: 0.19 -1.52 -0.03
C: -0.68 -0.69 -1.02
O: -2.00 -0.53 -0.56
C: 0.40 -0.83 1.32
S: 1.88 0.24 1.43
S: 1.24 2.16 0.92
H: 1.16 -1.62 -0.52
H: -0.24 -2.50 0.06
H: -0.18 0.25 -1.31
H: -0.88 -1.18 -1.95
H: 0.70 -1.63 2.02
H: -0.52 -0.47 1.83
H: -1.69 2.34 0.36
H: -1.33 1.97 1.75
H: -2.05 -0.07 0.29
O: -2.05 1.86 1.12
H: 1.92 -0.04 -1.78
H: 2.12 1.50 -1.65
O: 2.02 0.78 -2.29

---

C53H73F9FeN6O4SSe as an isolated structure, computed with ωB97M-V/def2-TZVPD.

Properties
Multiplicity: 6
Charge: +1
Orbital gap (alpha / beta) (Ha): 0.24484 / 0.18836

Atoms and positions in Å:
Fe: -0.30 0.60 -1.14
C: 2.45 -1.82 6.23
C: 3.09 -1.70 4.85
C: 3.61 -3.09 4.45
C: 4.27 -0.72 4.94
C: 2.12 -1.19 3.79
C: 2.52 -1.11 2.47
C: 1.63 -0.68 1.50
Se: 2.16 -0.50 -0.33
C: 1.63 -2.24 -0.96
C: 2.46 -3.32 -0.70
C: 2.14 -4.57 -1.20
C: 1.01 -4.64 -2.03
C: 0.19 -3.58 -2.34
C: 0.47 -2.31 -1.74
O: -0.27 -1.25 -1.93
C: -0.99 -3.73 -3.30
C: -0.84 -2.75 -4.47
C: -1.08 -5.14 -3.89
C: -2.31 -3.44 -2.56
C: 2.98 -5.81 -0.93
C: 4.17 -5.52 -0.02
C: 3.51 -6.35 -2.27
C: 2.10 -6.87 -0.25
C: 0.31 -0.30 1.78
O: -0.48 0.04 0.79
C: -0.09 -0.31 3.15
C: 0.82 -0.77 4.09
C: -1.48 0.18 3.55
C: -1.64 1.66 3.14
C: -1.72 0.09 5.06
C: -2.56 -0.65 2.84
H: 3.19 -2.20 6.94
H: 1.61 -2.53 6.21
H: 2.10 -0.86 6.60
H: 4.31 -3.45 5.21
H: 4.14 -3.07 3.50
H: 2.78 -3.80 4.37
H: 5.00 -1.06 5.68
H: 3.92 0.27 5.22
H: 4.79 -0.64 3.98
H: 3.53 -1.38 2.17
H: 3.35 -3.16 -0.11
H: 0.79 -5.60 -2.47
H: 0.10 -2.92 -4.99
H: -0.85 -1.72 -4.12
H: -1.66 -2.88 -5.18
H: -0.17 -5.38 -4.45
H: -1.92 -5.19 -4.59
H: -1.24 -5.89 -3.12
H: -2.29 -2.42 -2.17
H: -2.44 -4.15 -1.74
H: -3.16 -3.54 -3.24
H: 4.85 -4.80 -0.48
H: 4.73 -6.44 0.15
H: 3.85 -5.14 0.95
H: 4.10 -5.59 -2.77
H: 2.70 -6.66 -2.93
H: 4.15 -7.22 -2.10
H: 1.72 -6.50 0.70
H: 2.69 -7.77 -0.06
H: 1.25 -7.15 -0.88
H: 0.50 -0.80 5.12
H: -0.92 2.28 3.69
H: -2.65 2.01 3.38
H: -1.48 1.78 2.08
H: -0.98 0.67 5.62
H: -1.69 -0.95 5.41
H: -2.70 0.49 5.29
H: -2.44 -0.58 1.77
H: -3.56 -0.28 3.11
H: -2.48 -1.70 3.15
C: 1.91 6.60 1.49
N: 1.77 5.16 1.38
N: 0.53 4.60 1.11
C: 0.73 3.35 0.49
O: -0.21 2.63 0.12
C: 2.14 3.20 0.39
C: 2.72 4.33 0.88
C: 4.15 4.74 0.87
C: -0.61 4.94 1.88
C: -0.48 5.42 3.18
C: -1.61 5.72 3.93
C: -2.87 5.51 3.40
C: -3.00 5.03 2.11
C: -1.88 4.76 1.34
H: 0.94 7.03 1.75
H: 2.25 7.04 0.55
H: 2.62 6.84 2.28
H: 2.63 2.34 -0.02
H: 4.76 3.91 0.53
H: 4.48 5.04 1.86
H: 4.30 5.58 0.19
H: 0.51 5.54 3.62
H: -1.49 6.10 4.93
H: -3.75 5.70 4.00
H: -3.99 4.86 1.69
H: -1.98 4.37 0.34
C: -1.11 4.47 -3.66
C: -0.76 3.49 -2.53
N: -1.71 2.36 -2.53
C: -1.81 1.80 -3.88
C: -2.49 2.82 -4.82
N: -2.49 4.15 -4.12
C: -3.40 4.10 -2.93
C: -3.03 2.84 -2.11
H: -0.44 4.35 -4.52
H: -1.07 5.50 -3.33
H: -0.83 3.97 -1.56
H: 0.25 3.09 -2.62
H: -2.38 0.87 -3.85
H: -0.80 1.57 -4.23
H: -3.52 2.55 -5.04
H: -1.95 2.93 -5.76
H: -2.81 4.87 -4.76
H: -4.44 4.06 -3.28
H: -3.26 5.02 -2.37
H: -3.76 2.05 -2.27
H: -3.01 3.05 -1.05
S: -3.42 -0.10 -1.00
C: -4.20 -1.25 -0.04
N: -3.61 -2.40 0.29
C: -4.31 -3.50 0.95
C: -5.30 -2.92 1.94
C: -6.22 -1.95 1.22
N: -5.44 -1.02 0.42
H: -2.69 -2.57 -0.09
H: -3.58 -4.13 1.44
H: -4.84 -4.10 0.20
H: -4.75 -2.38 2.72
H: -5.88 -3.71 2.41
H: -6.81 -1.38 1.94
H: -6.92 -2.50 0.58
H: -5.87 -0.17 0.12
F: 3.00 2.92 -5.35
C: 2.24 2.87 -4.26
F: 2.57 3.89 -3.46
F: 0.97 3.12 -4.67
C: 2.28 1.52 -3.45
O: 1.35 1.56 -2.49
C: 2.04 0.35 -4.48
F: 1.98 -0.82 -3.86
F: 0.86 0.53 -5.11
F: 2.98 0.27 -5.42
C: 3.76 1.37 -2.92
F: 4.13 0.08 -2.77
F: 3.88 1.96 -1.72
F: 4.68 1.93 -3.72

---

Which E_tot belongs to each record? In order, -1143.0580; -7654.8753 Eh.